1.
Computed, not measured: a structure of composition C46H55MnNOP2SSeSi4 at a distorted geometry, with ωB97M-V/def2-TZVPD.

The geometry in XYZ format:
```
112
Properties=species:S:1:pos:R:3:forces:R:3
Mn -0.377639 0.251654 -0.194745 -0.9 0.0 0.4
O 2.316257 -0.601567 0.745227 0.2 0.1 -0.1
S 1.016685 -0.129033 1.376770 -0.5 0.1 -0.1
C 0.467650 -1.322578 2.576982 0.2 -0.1 0.0
C 1.133405 -1.530178 3.780201 0.0 0.0 -0.1
C 0.715255 -2.565708 4.598101 0.0 0.0 0.0
C -0.352286 -3.371189 4.214286 0.0 0.0 0.0
C -1.019906 -3.140311 3.020430 0.0 0.0 0.0
C -0.625467 -2.098181 2.186758 0.1 0.1 -0.1
P -1.461892 -1.720194 0.593910 -0.5 0.3 0.7
C -1.764907 -3.376731 -0.080336 0.3 0.1 -0.2
C -0.700269 -4.037359 -0.691873 0.0 0.0 0.1
C -0.855036 -5.332377 -1.158576 0.0 0.0 0.0
C -2.076756 -5.976004 -1.011306 0.0 0.0 0.0
C -3.133174 -5.329274 -0.383689 0.0 0.0 0.0
C -2.984832 -4.029299 0.080339 0.0 0.0 0.0
C -3.124790 -1.118250 1.037065 0.0 -0.1 0.0
C -3.991870 -0.827380 -0.021797 0.1 0.0 0.0
C -5.255994 -0.323518 0.230119 0.0 0.0 0.0
C -5.666630 -0.101802 1.541869 0.0 0.0 0.0
C -4.818568 -0.404694 2.594274 0.0 0.0 0.0
C -3.550074 -0.915732 2.344090 -0.1 -0.1 0.0
C 1.393834 1.330308 2.309099 0.1 0.0 0.0
C 2.571145 1.442130 3.039985 -0.1 0.0 0.0
C 2.802344 2.620517 3.729097 0.0 0.0 0.0
C 1.875686 3.659951 3.671910 0.0 0.0 0.0
C 0.721191 3.540597 2.912649 0.1 0.0 0.1
C 0.478370 2.369758 2.198930 0.0 -0.1 0.0
P -1.056597 2.031142 1.253411 0.3 -0.1 0.3
C -1.395910 3.492815 0.245513 0.0 -0.1 -0.1
C -0.433452 4.463680 -0.021793 0.0 0.0 0.0
C -0.740594 5.532964 -0.853472 0.0 0.0 0.0
C -2.000374 5.630116 -1.427749 0.0 0.0 0.0
C -2.956046 4.650163 -1.183806 0.0 0.0 0.0
C -2.653707 3.578472 -0.357655 0.0 0.0 0.0
C -2.203912 2.114716 2.681574 0.0 -0.1 -0.2
C -3.222393 3.053082 2.785339 -0.1 0.0 0.0
C -3.975375 3.136735 3.952656 0.0 0.0 0.0
C -3.712787 2.292137 5.018687 0.0 0.0 0.0
C -2.693232 1.350717 4.918272 0.0 0.0 0.0
C -1.945726 1.265000 3.757651 0.1 0.0 0.1
H 1.962808 -0.902634 4.075228 0.0 0.0 0.0
H 1.230703 -2.754240 5.530669 0.0 0.0 0.0
H -0.667833 -4.185361 4.853920 0.0 0.0 0.0
H -1.854862 -3.769762 2.734653 0.0 0.0 0.0
H 0.259690 -3.542771 -0.782047 0.0 0.0 0.0
H -0.026415 -5.841272 -1.634360 0.0 0.0 0.0
H -2.206432 -6.984180 -1.382671 0.0 0.0 0.0
H -4.079404 -5.836952 -0.250534 0.0 0.0 0.0
H -3.818543 -3.533079 0.560182 0.0 0.0 0.0
H -3.682372 -1.009722 -1.044239 0.0 0.0 0.0
H -5.921595 -0.107257 -0.595344 0.0 0.0 0.0
H -6.653340 0.297214 1.739896 0.0 0.0 0.0
H -5.137643 -0.244732 3.616440 0.0 0.0 0.0
H -2.907155 -1.168930 3.175853 0.0 0.0 0.0
H 3.294272 0.635463 3.049869 0.0 0.0 0.0
H 3.705004 2.730784 4.316084 0.0 0.0 0.0
H 2.062271 4.573109 4.222064 0.0 0.0 0.0
H 0.004751 4.352787 2.879229 0.0 0.0 0.0
H 0.549376 4.395118 0.423806 0.0 0.0 0.0
H 0.001996 6.298722 -1.042665 0.0 0.0 0.0
H -2.238395 6.468284 -2.070791 0.0 0.0 0.0
H -3.935160 4.715318 -1.639209 0.0 0.0 0.0
H -3.397050 2.806221 -0.183005 0.0 0.0 -0.1
H -3.440164 3.730404 1.969894 0.0 0.0 0.1
H -4.764240 3.874155 4.023845 0.0 0.0 0.0
H -4.291480 2.371380 5.929871 0.0 0.0 0.0
H -2.482104 0.685276 5.745836 0.0 0.0 0.0
H -1.143511 0.536262 3.701717 0.0 0.0 0.0
Se -3.797732 1.464615 -3.281981 -0.2 0.1 -0.2
C -2.425256 0.996986 -2.297005 0.1 -0.1 0.0
N -1.503970 0.684229 -1.641956 -0.4 0.1 -0.4
C 1.819561 1.937149 -5.638994 0.2 -0.1 -0.2
Si 0.231158 1.743562 -4.779366 -0.1 0.0 0.0
C -0.720431 0.225362 -5.035243 -0.1 -0.2 -0.2
C -0.346736 3.101765 -3.729918 0.0 0.2 0.0
Si 1.807334 0.358156 -1.089432 1.5 -0.3 0.9
Si 3.676787 1.824030 -0.831197 -0.2 0.2 -0.4
C 3.256578 3.419888 0.036418 -0.1 0.1 0.2
C 4.202148 2.354283 -2.551487 0.1 0.1 -0.1
C 5.027593 0.909510 0.077148 0.1 -0.2 0.0
Si 2.639454 -1.549540 -2.260941 -0.4 0.2 -0.5
C 3.571632 -2.652631 -1.099198 0.0 -0.1 0.2
C 3.758067 -1.034617 -3.667189 0.1 -0.1 -0.1
C 1.132411 -2.378975 -3.035766 0.0 -0.1 -0.1
H 1.780709 2.829718 -6.274160 0.0 0.0 0.1
H 2.054317 1.074304 -6.261803 0.0 0.0 0.0
H 2.630760 2.093105 -4.920148 0.0 0.1 0.0
H -1.756751 0.467626 -5.294578 0.0 0.0 0.1
H -0.759387 -0.348554 -4.102399 0.0 0.0 0.0
H -0.277821 -0.388737 -5.819979 0.0 0.0 0.0
H -1.415588 3.271209 -3.904252 0.0 0.0 0.1
H 0.214222 4.017426 -3.919930 0.0 0.0 0.0
H -0.246990 2.826782 -2.670959 0.0 0.0 0.0
H 2.543701 4.008642 -0.547310 0.0 0.0 0.0
H 4.170106 4.013579 0.142375 0.0 0.0 0.0
H 2.843264 3.268528 1.032902 0.0 0.1 0.0
H 3.426506 2.980427 -3.006475 0.0 0.0 0.0
H 4.420830 1.523888 -3.219996 0.0 0.0 0.0
H 5.105373 2.968869 -2.482960 0.0 0.0 0.0
H 4.627374 0.078664 0.658524 0.1 0.0 0.0
H 5.536684 1.592472 0.761488 0.0 0.0 0.0
H 5.773039 0.507672 -0.613975 0.0 0.0 0.0
H 4.504873 -2.178466 -0.787175 0.0 0.0 0.0
H 3.817480 -3.587004 -1.611030 0.0 0.0 0.0
H 2.998584 -2.886617 -0.201335 0.0 0.0 0.0
H 4.689384 -0.590867 -3.314535 0.0 0.0 0.0
H 3.277030 -0.335048 -4.356870 0.0 0.0 0.0
H 4.023247 -1.930054 -4.240010 0.0 0.1 0.0
H 0.198125 -2.009928 -2.608308 0.0 -0.1 0.0
H 1.149796 -3.464299 -2.908621 0.0 0.0 0.0
H 1.112045 -2.190973 -4.113950 0.0 0.0 0.1
```
Forces are in eV/Å.

multiplicity	2
E_HOMO (alpha / beta)	-12.2 / -12.5	eV
LUMO level (alpha / beta)	-6.1763 / -6.2249	eV
total charge	+2
Kohn-Sham gap (alpha / beta)	6.0 / 6.3	eV

---

2.
Computed, not measured: the ion C5H13N2O with charge +1 at a distorted geometry, with ωB97M-V/def2-TZVPD.

The geometry in XYZ format:
```
21
Properties=species:S:1:pos:R:3:forces:R:3
O -0.460631 1.878257 0.053371 -0.2 0.1 -0.3
C -1.270969 0.860278 0.424287 -0.1 1.4 -0.5
C -1.682066 -0.239985 -0.350619 -2.1 0.9 -0.8
C -0.462022 -0.362416 1.086441 1.4 -2.6 1.4
C 0.651058 -1.190835 0.358687 -0.8 -0.1 1.0
C 2.633354 0.158195 0.452271 -0.3 -1.1 0.2
N 1.540678 -0.341825 -0.380154 -0.4 -0.3 -0.4
N -1.312773 -0.601958 -1.603820 0.9 -0.3 0.2
H -2.012097 1.209953 1.140389 0.1 -0.2 0.1
H -2.661293 -0.627834 -0.057459 0.8 -0.8 1.2
H 0.162108 0.178595 1.805969 -0.4 0.9 -0.3
H -0.943945 -1.043156 1.796402 -0.7 0.2 -0.4
H 1.115930 -1.721896 1.195543 0.4 0.1 0.1
H 0.187662 -2.013112 -0.175246 0.2 0.2 -0.7
H 3.358295 0.691835 -0.121640 0.1 0.9 -0.4
H 2.188630 0.723123 1.270248 0.4 0.4 -0.1
H 3.205608 -0.664302 0.878856 0.0 -0.2 0.3
H 1.847242 -0.877498 -1.173967 0.5 0.2 -0.3
H 0.097551 1.649761 -0.706742 0.1 -0.3 0.1
H -1.756502 -0.065303 -2.335233 0.5 0.5 -0.2
H -1.400001 -1.594177 -1.773797 -0.4 0.0 -0.2
```
Forces are in eV/Å.

E_HOMO	-13.2	eV
LUMO level	-4.7338	eV
energy relative to the best compared isomer or geometry (same formula, charge and spin)	4.2928	eV
total charge	+1
Kohn-Sham gap	8.4	eV

---

3.
Computed, not measured: a structure of composition C26H36BN2O2PtSiTe, with ωB97M-V/def2-TZVPD.

The geometry in XYZ format:
```
70
Properties=species:S:1:pos:R:3:forces:R:3
Pt 0.367186 -0.063180 -0.340365 0.7 -0.3 -0.3
C 4.475904 0.980303 -0.408995 -0.1 0.0 0.0
N 3.870573 1.188840 -1.707222 0.1 0.0 -0.1
C 4.728284 0.708458 -2.772545 0.1 0.1 0.0
C 3.495447 2.566043 -1.934119 0.0 0.0 0.0
C 2.358481 3.088045 -1.073090 -0.1 0.0 0.1
N 1.049217 2.477078 -1.265774 0.2 0.1 0.0
C 0.671085 2.405849 -2.666575 0.0 0.0 0.0
C 0.067794 3.225324 -0.490052 0.0 0.0 0.0
H 5.346665 1.642835 -0.246422 0.0 0.0 0.0
H 4.796100 -0.057483 -0.326039 0.0 0.0 0.0
H 3.748340 1.153782 0.384346 0.0 0.0 0.0
H 5.667081 1.288778 -2.851367 0.0 0.0 0.0
H 4.201905 0.769576 -3.726210 0.0 0.0 0.0
H 4.976547 -0.337758 -2.595568 0.0 0.0 0.0
H 3.237983 2.670349 -2.989913 0.0 0.0 0.0
H 4.352654 3.246456 -1.754653 0.0 0.0 0.0
H 2.300990 4.175502 -1.275174 0.0 0.0 0.0
H 2.608662 2.984510 -0.013838 0.0 0.1 0.0
H 0.795454 3.374911 -3.182861 0.0 0.0 0.0
H -0.376278 2.111527 -2.732660 0.0 0.0 0.0
H 1.260927 1.644643 -3.177910 0.0 0.0 0.0
H 0.068441 4.296719 -0.762066 0.0 0.0 0.0
H 0.284290 3.130420 0.574211 0.0 0.0 0.0
H -0.926154 2.813394 -0.660040 0.0 0.0 0.0
C -2.299039 -2.244292 0.505291 0.0 0.0 -0.1
Si -1.748190 -0.785943 -0.569802 -0.6 0.1 0.5
C -1.898617 -1.351397 -2.371293 0.0 -0.1 0.0
C -3.203942 0.461824 -0.337144 0.0 0.0 -0.2
C -3.219708 1.443796 0.658539 -0.1 0.0 -0.1
C -4.301785 2.300399 0.827413 0.0 0.0 0.0
C -5.408420 2.207876 -0.004726 0.0 0.0 0.0
C -5.421224 1.245607 -1.003890 0.0 0.0 0.0
C -4.334420 0.393064 -1.160892 0.0 0.0 0.0
H -3.368242 -2.436562 0.368344 0.0 0.0 0.0
H -2.120701 -2.027906 1.562577 0.0 0.0 0.0
H -1.746541 -3.153465 0.252826 0.0 0.0 0.0
H -2.903986 -1.741095 -2.563323 0.0 0.0 -0.1
H -1.182320 -2.156905 -2.548670 0.0 0.0 0.0
H -1.685284 -0.551211 -3.083407 0.0 0.0 0.0
H -2.368024 1.548468 1.310037 0.1 0.0 0.1
H -4.273079 3.052212 1.608618 0.0 0.0 0.0
H -6.248947 2.880573 0.120557 0.0 0.0 0.0
H -6.278589 1.156143 -1.661506 0.0 0.0 0.0
H -4.373736 -0.345264 -1.954873 0.0 0.0 0.0
O 0.326356 -0.916608 2.498978 0.0 -0.1 0.0
B -0.025655 0.112751 1.569368 -0.5 0.1 0.3
O -0.499275 1.214724 2.365898 0.1 0.0 0.0
C -0.455487 0.829385 3.669821 0.1 0.0 0.0
C -0.822857 1.532913 4.794427 0.0 0.0 0.0
C -0.673472 0.888857 6.025323 0.0 0.0 0.0
C -0.171570 -0.403185 6.104046 0.0 0.0 0.0
C 0.201414 -1.107076 4.956041 0.0 0.0 0.0
C 0.045244 -0.465500 3.747943 0.0 0.0 -0.1
H -1.208763 2.541312 4.719291 0.0 0.0 0.0
H -0.956389 1.406691 6.933198 0.0 0.0 0.0
H -0.069214 -0.876378 7.072448 0.0 0.0 0.0
H 0.598335 -2.112457 5.004820 0.0 0.0 0.0
Te 2.153123 -1.457138 -1.727815 -0.1 0.0 -0.2
C 1.259739 -3.332978 -1.256705 0.0 0.0 0.0
C 0.810938 -4.197116 -2.254033 0.0 0.0 0.0
C 0.246994 -5.428653 -1.938279 0.0 0.0 0.0
C 0.126476 -5.822966 -0.613297 0.0 0.0 0.0
C 0.568150 -4.969393 0.391151 0.0 0.0 0.0
C 1.124178 -3.738181 0.072952 0.0 0.0 0.0
H 0.895878 -3.897537 -3.292941 0.0 0.0 0.0
H -0.102813 -6.078865 -2.732321 0.0 0.0 0.0
H -0.313211 -6.781675 -0.364686 0.0 0.0 0.0
H 0.463848 -5.256815 1.431251 0.0 0.0 0.0
H 1.435268 -3.064965 0.863361 0.0 0.0 0.0
```
Forces are in eV/Å.

E_HOMO	-3.7	eV
LUMO level	2.5956	eV
energy relative to the best compared isomer or geometry (same formula, charge and spin)	0.0000	eV
total charge	-1
Kohn-Sham gap	6.3	eV

---

4.
Computed, not measured: a cluster of 2 separate species, C4H13N2O2 in total at a distorted geometry, with ωB97M-V/def2-TZVPD.

The geometry in XYZ format:
```
21
Properties=species:S:1:pos:R:3:forces:R:3
N 0.464391 1.755675 1.467411 -1.6 -1.2 1.5
C -0.613494 1.750584 0.502008 0.5 0.3 -0.6
C -0.071522 1.679019 -0.956353 -0.1 0.1 -0.6
N 0.417073 0.329021 -1.299661 -2.1 0.3 0.9
C -0.552196 -0.651243 -1.434689 3.6 -0.1 -2.1
C -0.222817 -2.027436 -0.998636 -0.1 -1.4 0.4
O -0.420289 -2.281434 0.389694 -0.5 0.7 -0.1
H 0.821467 0.823366 1.833762 0.6 -0.1 -0.7
H -1.336877 -2.543049 0.574838 0.2 0.0 -0.1
H 0.358592 2.424702 2.239354 0.5 0.4 -0.3
H -1.248894 0.874480 0.679468 0.1 -0.1 0.3
H -1.201598 2.658536 0.622913 0.0 0.0 -0.1
H 0.754010 2.378958 -1.024665 0.1 0.0 -0.3
H -0.844870 1.990573 -1.669520 -0.2 0.1 0.3
H 1.188289 0.354504 -1.976945 0.8 -1.0 0.9
H -1.153763 -0.568378 -2.350339 -1.9 0.9 1.2
H 0.857515 -2.197323 -1.110924 0.0 0.2 -0.5
H -0.802754 -2.755960 -1.563342 0.2 0.0 -0.3
H 1.719244 -1.511873 2.598678 0.8 -0.8 0.9
H 0.690578 -1.514626 1.435054 -0.1 -0.5 0.2
O 1.197924 -0.968102 2.041893 -0.7 2.0 -0.9
```
Forces are in eV/Å.

multiplicity	2
E_HOMO (alpha / beta)	-19.0 / -19.0	eV
LUMO level (alpha / beta)	-11.9933 / -12.1223	eV
energy relative to the best compared isomer or geometry (same formula, charge and spin)	3.8885	eV
total charge	+2
Kohn-Sham gap (alpha / beta)	7.0 / 6.9	eV

---

5.
Computed, not measured: a cluster of 2 separate species, C2H8N in total, with ωB97M-V/def2-TZVPD.

The geometry in XYZ format:
```
11
Properties=species:S:1:pos:R:3:forces:R:3
N -1.737580 0.022199 -0.023898 0.0 -0.2 0.2
H -2.263723 -0.329621 0.778481 -0.1 0.1 0.0
H -1.779180 1.042822 -0.051609 -0.1 0.0 0.0
H -0.735881 -0.258682 0.078830 0.0 0.2 -0.1
H -2.136921 -0.369211 -0.878427 0.0 0.0 0.0
C 1.414203 -0.629708 0.284013 0.5 -0.1 0.1
C 1.394502 0.584213 -0.251782 -0.2 0.2 -0.2
H 1.724679 -0.753235 1.316354 -0.5 -0.1 0.1
H 1.310584 -1.533808 -0.302292 0.2 0.0 -0.1
H 1.462639 1.465599 0.371892 0.3 0.1 0.0
H 1.346676 0.759436 -1.321558 -0.3 -0.1 0.0
```
Forces are in eV/Å.

E_HOMO	-14.9	eV
LUMO level	-4.0898	eV
energy relative to the best compared isomer or geometry (same formula, charge and spin)	0.9749	eV
total charge	+1
Kohn-Sham gap	10.8	eV